DFT (ωB97M-V with the def2-TZVPD basis set) results for a molecular structure, C3H5O4Sn.

Each line ends with the natural charge from an NBO analysis.
Geometry (Å):
O 0.48 2.06 -1.01  -0.652
H -1.17 0.78 0.13  0.210
C 0.79 0.94 -1.35  0.973
Sn -1.85 -2.11 2.35  0.711
H -0.87 1.00 2.05  0.190
H 1.27 0.97 1.24  0.208
O 1.00 -0.08 -0.55  -0.501
H 0.57 1.22 -3.20  0.500
O 0.61 0.48 -2.59  -0.668
H 1.05 -0.73 1.42  0.202
C 0.65 0.13 0.88  -0.097
O -1.56 -0.77 1.29  -0.981
C -0.82 0.37 1.14  -0.095

Calculated values
spin multiplicity = 2
LUMO energy (spin up / spin down) = -0.018 / -0.014 Ha
relative energy (zero: lowest compared OMol25 entry of this formula, charge and spin) = 1.025 eV
max |F| = 9.38 eV Å⁻¹
E_HOMO (spin up / spin down) = -6.0211 / -10.2368 eV
energy = -17210.84237 eV